ORCA calculation (ωB97M-V with the def2-TZVPD basis set) on a structure of composition C23H21CaCl2F3KLiNO7P at a distorted geometry.

Properties
HOMO (eV): -11.133
Spin multiplicity: 1
Kohn-Sham gap (eV): 2.97
Total charge: +2

Geometry as XYZ:
```
61
Properties=species:S:1:pos:R:3:forces:R:3:nbo_charge:R:1
C 0.9188 3.7722 0.8347 -0.06 1.17 0.97 -0.04
C 2.1100 3.0619 1.0028 0.77 0.42 0.45 -0.28
C 2.3571 2.3075 -0.1205 0.19 1.49 0.59 0.05
C 2.1771 2.9708 -1.4058 -0.42 -0.76 -0.55 -0.13
C 2.3473 2.2464 -2.5251 -0.14 -0.32 -0.50 -0.10
C 2.6816 0.8316 -2.4028 -0.21 -0.05 -2.34 -0.20
C 2.9041 0.1944 -1.2496 -0.14 0.73 2.31 -0.16
C 2.7558 0.9236 0.0190 0.49 -2.02 -0.21 -0.66
P 3.0467 0.1281 1.6101 0.97 1.18 -0.54 1.37
O 4.5108 -0.3308 1.7743 -0.91 -1.32 -1.52 -1.17
C 2.7749 0.0803 -3.6796 -0.89 0.64 -0.11 0.56
O 3.5906 -0.7839 -3.8736 0.14 -1.03 0.06 -0.54
C 1.7285 0.4844 -4.7253 -0.45 0.11 -0.52 -0.12
C 1.0617 -0.4610 -5.5345 0.68 0.48 0.70 -0.16
C 0.1362 -0.0777 -6.5110 -0.06 2.07 0.02 -0.23
C -0.1390 1.3222 -6.7324 2.19 0.58 0.71 -0.28
C 0.5452 2.3602 -5.8664 0.45 -3.61 -1.47 -0.25
C 1.4515 1.8639 -4.8752 -0.82 0.48 -0.77 -0.11
C 2.1887 2.8052 -3.9380 0.09 -0.92 0.80 0.51
O 2.6319 3.8508 -4.2940 -0.14 0.76 -0.15 -0.43
H 0.9371 4.6179 0.1385 -0.93 -0.19 -0.85 0.29
H -0.0498 3.4442 1.3418 0.04 1.54 0.67 0.32
H 2.7229 3.0462 1.9079 -0.80 -0.76 0.28 0.24
H 1.9028 4.0226 -1.4933 0.25 -0.15 0.35 0.28
H 3.1735 -0.8802 -1.3453 -1.31 1.40 -1.32 0.03
H 2.6730 0.9330 2.7016 -0.38 -0.13 -0.38 0.05
H 2.2816 -1.0866 1.7299 0.04 0.14 -0.37 -0.11
H 1.3147 -1.5042 -5.3551 -0.15 0.09 -0.31 0.24
H -0.3427 -0.8472 -7.1091 0.00 0.24 -0.03 0.25
H -0.8448 1.6392 -7.5574 0.94 -0.35 1.03 0.26
H 0.3708 3.4247 -6.0195 0.17 -0.17 0.06 0.27
F 0.1047 -0.7565 2.0823 -0.81 0.00 -0.29 -0.40
C -0.6777 -1.5787 2.9183 -0.29 -0.37 0.50 0.32
C -1.3010 -2.6821 2.3728 0.18 0.22 -0.64 -0.29
C -2.0667 -3.4932 3.1980 0.01 0.04 0.18 -0.19
C -2.1994 -3.1790 4.5428 0.00 0.01 0.05 -0.18
C -1.5656 -2.0589 5.0662 -0.10 -0.20 -0.14 -0.15
C -0.7910 -1.2513 4.2463 0.39 0.55 0.07 -0.27
H -1.1885 -2.9085 1.3144 0.08 -0.12 0.08 0.19
H -2.5567 -4.3665 2.7944 0.01 0.02 -0.03 0.24
H -2.7990 -3.8103 5.1844 0.01 -0.01 -0.02 0.25
H -1.6739 -1.8130 6.1133 0.04 0.03 -0.01 0.25
H -0.2825 -0.3780 4.6365 -0.07 0.01 0.00 0.26
C -5.4226 -6.2444 3.0618 -0.12 -0.11 0.00 -0.39
Cl -4.9140 -6.1931 4.7560 0.07 -0.17 0.08 -0.03
Cl -5.2840 -4.6486 2.3082 -0.12 0.00 -0.12 -0.04
H -4.7832 -6.9393 2.5297 0.08 0.04 0.09 0.24
H -6.4537 -6.5738 3.0082 -0.01 0.12 0.02 0.23
F -1.5678 4.0805 2.1938 0.69 -1.27 -0.77 -0.88
O -1.6443 -0.0819 0.0173 0.58 0.07 0.95 -0.79
H -2.1768 0.7416 -0.0206 -0.04 0.24 0.33 0.58
H -2.1953 -0.8676 -0.1518 -0.17 -0.07 0.21 0.57
H -1.1564 -0.1658 0.9200 -0.17 0.06 -0.67 0.60
Li -6.3271 -7.3666 6.7993 1.74 -1.31 0.15 0.96
F -4.3825 -8.7332 6.9357 -1.74 1.43 -0.25 -0.96
N 1.2293 6.9117 0.5899 -0.18 0.14 -0.15 0.72
O 0.5123 6.4526 -0.3198 -0.05 -0.38 -0.58 -0.55
O 1.4721 8.0970 0.6818 0.12 -0.31 0.25 -0.40
O 1.7140 6.0756 1.4278 0.06 -0.76 0.24 -0.51
K -1.7999 1.8939 -4.9308 -1.87 0.28 1.24 0.99
Ca 4.1838 -1.8338 -0.1373 2.08 0.08 2.20 1.87
```
Forces are in eV/Å.

---

ORCA calculation (ωB97M-V with the def2-TZVPD basis set) on a structure of composition C23H21Cl2NPYb at a distorted geometry.

Properties
HOMO (alpha / beta) (eV): -14.475 / -14.473
Spin multiplicity: 2
Kohn-Sham gap (alpha / beta) (eV): 6.62 / 5.15
Total charge: +2

Geometry as XYZ:
```
49
Properties=species:S:1:pos:R:3:forces:R:3:lowdin_spin:R:1
Yb -2.2023 -0.3820 1.9022 0.16 -1.19 -0.68 0.99
Cl -2.6373 -2.7119 1.3809 0.14 1.22 0.68 0.01
P -0.6538 -0.2263 -0.3780 0.37 0.29 -1.34 0.00
C 1.1650 -0.1766 -0.3258 0.31 -0.08 0.81 0.00
C 1.8992 0.9892 -0.6051 0.13 -0.25 0.00 0.00
C 3.2952 0.9623 -0.5377 0.13 -0.26 0.09 0.00
C 3.9617 -0.2221 -0.1911 -0.27 -0.01 0.07 0.00
C 3.2227 -1.3652 0.1554 -0.02 0.08 0.01 0.00
C 1.8287 -1.3372 0.1309 -0.08 0.46 -0.29 0.00
C -1.0947 -1.3619 -1.7535 0.09 -0.90 0.08 0.00
C -2.4261 -1.7843 -1.8411 0.14 -0.20 -0.20 0.00
C -2.8469 -2.6418 -2.8644 0.18 0.19 0.14 0.00
C -1.9146 -3.1156 -3.7865 0.51 0.08 0.08 0.00
C -0.5553 -2.7563 -3.6766 -0.47 -0.01 0.14 0.00
C -0.1468 -1.8907 -2.6648 -0.25 0.27 0.49 0.00
C -1.1662 1.3854 -1.0546 0.02 0.27 0.07 0.00
C -1.8227 2.3487 -0.2615 0.08 -0.30 -1.23 0.00
C -2.3046 3.5130 -0.8838 -0.15 0.08 0.50 0.00
C -2.1154 3.7260 -2.2523 0.34 -0.45 -0.06 0.00
C -1.3893 2.7894 -3.0235 -0.27 0.45 0.51 0.00
C -0.9163 1.6323 -2.4203 -0.19 0.04 0.20 0.00
H -3.1271 -1.5212 -1.0515 -0.07 0.16 -0.32 0.00
H -3.8932 -2.9553 -2.9162 0.42 0.10 0.01 0.00
H -2.2213 -3.8088 -4.5699 0.05 0.23 0.20 0.00
H 0.1901 -3.1761 -4.3593 -0.36 0.19 0.24 0.00
H 0.9101 -1.6599 -2.5358 -0.23 0.04 -0.16 0.00
H 1.3989 1.9336 -0.8239 0.10 -0.39 -0.18 0.00
H 3.8708 1.8720 -0.7413 -0.28 -0.40 0.03 0.00
H 5.0578 -0.2513 -0.1564 -0.54 0.03 -0.04 0.00
H 3.7289 -2.2861 0.4485 -0.08 0.32 -0.05 0.00
H 1.2345 -2.2016 0.4511 0.34 0.15 -0.27 0.00
H -1.9356 2.2044 0.8296 -0.05 0.17 -0.29 0.00
H -2.8303 4.2528 -0.2684 0.20 -0.24 -0.41 0.00
H -2.5153 4.6240 -2.7286 0.15 -0.29 0.24 0.00
H -1.1923 2.9736 -4.0821 -0.13 -0.05 0.37 0.00
H -0.3586 0.9033 -3.0150 -0.27 0.19 0.23 0.00
H 0.9395 2.1185 1.4326 -0.43 0.25 -0.04 0.00
H 0.2643 2.4232 1.2867 0.49 -0.04 0.13 0.00
Cl 1.9136 -2.9282 4.8516 0.03 -0.03 0.13 0.00
C 1.1797 -1.4075 4.5892 -0.12 -0.10 -0.82 0.00
C 1.6818 -0.2454 5.1956 -0.62 -0.08 -0.64 0.00
C 1.0968 0.9581 4.8171 -0.15 0.33 -0.56 0.00
C 0.1193 0.9715 3.8207 -0.29 0.21 0.53 0.00
N -0.4419 -0.1577 3.3232 1.03 -0.23 -0.27 0.00
C 0.1430 -1.3492 3.6379 0.31 0.59 0.80 0.00
H 2.5531 -0.2684 5.8423 -0.28 -0.15 0.14 0.00
H 1.4203 1.9202 5.2234 0.07 -0.43 -0.18 0.00
H -0.1877 1.9248 3.3690 -0.18 -0.50 0.58 0.00
H -0.1795 -2.2377 3.0808 0.01 0.21 0.51 0.00
```
Forces are in eV/Å.

---

ORCA calculation (ωB97M-V with the def2-TZVPD basis set) on a structure of composition C23H21MnN3O2S2 at a distorted geometry.

Properties
HOMO (alpha / beta) (eV): -7.889 / -7.790
Spin multiplicity: 2
Kohn-Sham gap (alpha / beta) (eV): 6.96 / 6.13

Geometry as XYZ:
```
52
Properties=species:S:1:pos:R:3:forces:R:3:lowdin_spin:R:1
Mn -1.4313 0.0635 -0.0278 0.36 0.60 -0.51 0.69
C -2.3758 -1.9641 3.5840 0.00 0.00 -0.01 0.00
C -2.0615 -1.5265 2.1931 0.02 0.00 0.04 0.02
N -1.7799 -0.3061 1.8931 0.01 -0.01 0.04 -0.03
O -1.7798 0.6034 2.9389 0.00 -0.03 -0.04 -0.01
C -2.0514 -2.4374 1.0665 -0.01 0.01 0.03 -0.03
C -2.2247 -3.9149 1.1429 -0.01 0.01 0.00 -0.01
N -1.8389 -1.8594 -0.0993 0.13 -0.11 -0.23 0.00
O -1.7841 -2.5382 -1.1577 0.03 0.08 0.19 0.05
H -2.8033 -1.1412 4.1508 0.00 0.00 0.00 0.00
H -1.4593 -2.2792 4.0879 0.00 0.00 0.00 0.00
H -3.0646 -2.8051 3.5743 0.00 0.00 0.00 0.00
H -1.8493 1.4581 2.4900 -0.01 0.03 -0.01 0.00
H -2.1285 -4.2798 2.1634 -0.01 0.01 0.00 0.00
H -1.4699 -4.3941 0.5175 0.01 0.01 0.00 0.00
H -3.1961 -4.2216 0.7464 0.00 0.00 -0.01 0.00
S -1.4163 0.2634 -2.2639 0.12 -0.53 0.74 0.23
C -2.2814 1.6974 -2.5700 -0.42 0.67 0.09 0.03
C -2.3116 2.2544 -3.8709 0.09 -0.21 0.28 0.02
C -3.0238 3.3945 -4.1197 -0.19 0.22 0.14 0.00
C -3.7391 4.0206 -3.0810 0.05 0.01 -0.22 0.04
C -3.7347 3.4969 -1.8131 0.06 -0.11 0.09 -0.01
C -3.0137 2.3235 -1.5312 0.18 0.01 -0.64 0.04
S -3.0301 1.6334 0.0491 0.57 -0.52 0.14 0.04
H -1.7559 1.7598 -4.6570 0.00 0.00 0.00 0.00
H -3.0386 3.8191 -5.1147 0.00 0.00 0.00 0.00
H -4.3008 4.9225 -3.2867 0.00 0.00 0.00 0.00
H -4.2882 3.9742 -1.0150 -0.01 0.02 0.00 0.00
N 0.3137 0.1874 0.1534 -0.91 -0.38 -0.26 -0.12
C 1.5658 0.0555 0.1511 0.05 0.19 0.15 0.02
C 2.4369 1.2555 0.3057 0.00 0.00 0.04 0.00
C 2.0146 2.3140 1.1055 0.00 0.00 -0.01 0.00
C 2.7920 3.4540 1.2226 0.00 0.00 0.00 0.00
C 3.9922 3.5510 0.5308 0.00 0.00 0.00 0.01
C 4.4140 2.5026 -0.2741 0.00 0.00 0.00 0.00
C 3.6437 1.3544 -0.3815 0.00 -0.02 -0.01 0.01
C 2.1740 -1.3007 0.0094 -0.08 -0.03 -0.05 -0.01
C 3.3585 -1.6240 0.6675 0.00 0.04 0.02 0.01
C 3.8772 -2.9070 0.5782 0.00 0.01 0.00 0.00
C 3.2235 -3.8696 -0.1777 -0.01 0.00 -0.01 0.01
C 2.0452 -3.5492 -0.8394 0.01 0.00 0.00 0.00
C 1.5177 -2.2719 -0.7442 -0.01 0.01 0.00 0.01
H 1.0739 2.2284 1.6340 0.00 0.01 0.01 0.00
H 2.4618 4.2691 1.8533 0.00 0.00 0.00 0.00
H 4.5981 4.4434 0.6193 0.00 0.00 0.00 0.00
H 5.3448 2.5782 -0.8210 0.00 0.00 0.00 0.00
H 3.9717 0.5375 -1.0115 0.00 0.00 0.00 0.00
H 3.8665 -0.8750 1.2618 0.00 0.00 0.00 0.00
H 4.7920 -3.1547 1.1010 0.00 0.00 0.00 0.00
H 3.6324 -4.8693 -0.2514 0.00 0.00 0.00 0.00
H 1.5303 -4.2946 -1.4316 0.00 0.00 0.00 0.00
H 0.5921 -2.0321 -1.2516 0.00 0.00 -0.01 0.00
```
Forces are in eV/Å.

---

ORCA calculation (ωB97M-V with the def2-TZVPD basis set) on the molecule C23H21NO2S at a distorted geometry.

Properties
HOMO (eV): -7.786
Spin multiplicity: 1
Kohn-Sham gap (eV): 8.09
Energy relative to the best compared isomer or geometry (same formula, charge and spin) (eV): 0.000
SMILES: C[C@H](CNCc1cc2cccc(-c3ccc4ccccc4c3)c2s1)C(=O)O

Geometry as XYZ:
```
48
Properties=species:S:1:pos:R:3:forces:R:3:nbo_charge:R:1
C -2.7608 -4.8773 -3.3397 -0.75 -0.01 -0.83 -0.59
C -2.5350 -3.7338 -4.3603 0.39 -0.58 0.62 -0.33
C -2.9044 -2.4384 -3.6481 -0.12 -0.05 0.89 -0.20
N -1.8270 -1.9555 -2.7802 0.59 0.12 -0.06 -0.63
C -2.1735 -0.8166 -1.8985 -0.50 -1.31 1.06 -0.25
C -0.9453 -0.1131 -1.3905 2.13 0.59 -0.70 -0.16
C 0.2244 0.0247 -2.1089 -1.41 -0.67 0.80 -0.24
C 1.2985 0.5824 -1.3632 0.88 0.19 -0.55 -0.11
C 2.6263 0.6115 -1.7967 0.66 0.43 0.57 -0.18
C 3.6259 1.0948 -0.9246 -0.18 -0.06 -1.05 -0.22
C 3.2539 1.6182 0.3034 -1.20 -0.29 0.46 -0.19
C 1.9172 1.5978 0.7530 0.81 -0.22 -0.13 -0.08
C 1.6050 2.0977 2.1017 1.16 -0.05 1.54 -0.05
C 0.5020 2.9418 2.2962 -0.58 0.54 1.04 -0.21
C 0.1656 3.4393 3.5521 -0.41 -0.53 -2.02 -0.16
C 0.9549 3.1414 4.6607 -0.29 0.07 0.29 -0.09
C 0.6439 3.6552 5.9294 0.17 -0.21 0.42 -0.18
C 1.4827 3.3774 6.9840 -0.76 0.68 0.06 -0.22
C 2.6158 2.5734 6.8495 1.11 -1.06 -1.41 -0.22
C 2.9266 2.0492 5.5745 -0.14 0.47 2.87 -0.19
C 2.0909 2.3197 4.4968 0.49 0.05 -0.94 0.00
C 2.4276 1.8234 3.2205 -1.37 -0.03 -1.73 -0.19
C 0.9572 1.0355 -0.0987 -0.54 -0.14 0.44 -0.09
S -0.7224 0.6195 0.2132 -0.37 -0.15 -0.24 0.36
C -3.3606 -3.9279 -5.6280 -1.56 1.42 0.61 0.80
O -4.5233 -3.5421 -5.7025 1.57 -0.89 -0.14 -0.61
O -2.6869 -4.4355 -6.6697 -0.07 -0.17 0.05 -0.67
H -3.8457 -4.9225 -3.1041 0.69 -0.17 -0.08 0.22
H -2.2002 -4.7417 -2.4236 0.09 0.28 0.16 0.21
H -2.4179 -5.8049 -3.7730 -0.13 -0.50 -0.02 0.22
H -1.4775 -3.7330 -4.6307 0.00 0.16 -0.10 0.23
H -3.8188 -2.6362 -3.0648 -0.06 0.09 -0.19 0.17
H -3.1453 -1.6862 -4.3649 -0.12 0.76 -0.48 0.20
H -1.4011 -2.7172 -2.2284 -0.46 0.70 -0.38 0.36
H -2.8349 -0.1171 -2.4042 0.00 -0.03 -0.30 0.22
H -2.7543 -1.2171 -1.0238 0.23 0.56 -0.44 0.18
H 0.3841 -0.3721 -3.0970 -0.23 -0.11 -0.14 0.23
H 2.7644 0.2436 -2.8081 0.62 0.05 0.15 0.21
H 4.7038 1.1539 -1.1537 -0.79 -0.27 -0.31 0.22
H 3.9983 2.0157 0.9741 0.13 0.13 0.03 0.22
H -0.0871 3.2341 1.4414 -0.19 -0.06 -0.11 0.22
H -0.7645 4.0061 3.6268 0.43 0.08 0.24 0.21
H -0.2790 4.2367 6.0434 0.54 -0.10 0.08 0.21
H 1.2520 3.8488 7.9219 0.00 -0.11 0.44 0.21
H 3.2648 2.3331 7.7132 -0.51 0.29 -0.62 0.22
H 3.7959 1.4147 5.4618 0.00 0.01 -0.13 0.21
H 3.2783 1.1602 3.0984 -0.02 0.10 0.09 0.21
H -3.2943 -4.4613 -7.4304 0.05 0.01 0.24 0.50
```
Forces are in eV/Å.

---

ORCA calculation (ωB97M-V with the def2-TZVPD basis set) on a structure of composition C23H22Cl2N8NiSe.

Properties
HOMO (alpha / beta) (eV): -5.382 / -5.333
Spin multiplicity: 3
Kohn-Sham gap (alpha / beta) (eV): 4.13 / 4.08

Geometry as XYZ:
```
57
Properties=species:S:1:pos:R:3:forces:R:3:lowdin_spin:R:1
Ni -0.2303 -0.8989 -0.8087 -0.64 0.39 -0.05 1.56
Se 5.1568 -1.1407 4.6259 0.14 0.00 0.15 0.00
N 5.2204 -1.2269 2.8497 0.00 -0.01 -0.05 0.00
C 3.9911 -1.1680 2.4232 -0.21 -0.01 -0.30 0.00
C 3.6216 -1.2098 0.9993 0.50 -0.02 0.35 0.00
C 4.5589 -1.3116 -0.0295 0.01 0.01 0.10 0.00
C 4.1133 -1.3364 -1.3314 -0.07 -0.01 -0.07 0.00
C 2.7436 -1.2473 -1.5748 -0.03 0.02 0.02 0.00
N 1.8495 -1.1448 -0.6018 0.35 0.00 -0.14 0.01
C 2.2827 -1.1352 0.6637 -0.67 0.07 0.37 0.00
C 1.2331 -1.0148 1.7099 0.41 -0.09 -0.58 0.00
N -0.0217 -0.9399 1.2641 0.12 0.15 -0.22 0.04
C -1.0184 -0.8366 2.1249 -0.12 0.01 0.05 0.00
C -0.7910 -0.7930 3.5039 -0.07 -0.01 -0.11 0.00
C 0.5013 -0.8574 3.9716 0.12 -0.02 -0.04 0.00
C 1.5498 -0.9759 3.0520 0.28 0.00 0.57 0.00
C 2.9654 -1.0533 3.4398 -0.27 0.01 -0.20 0.00
N 3.3819 -1.0216 4.6738 -0.05 0.00 0.00 0.00
H 5.6116 -1.3673 0.2157 -0.01 -0.01 -0.01 0.00
H 4.8020 -1.4200 -2.1600 -0.01 0.01 0.00 0.00
H 2.3472 -1.2475 -2.5826 0.02 0.00 -0.01 0.00
H -2.0065 -0.7806 1.6793 0.01 0.02 0.00 0.00
H -1.6303 -0.7061 4.1792 0.01 0.00 0.00 0.00
H 0.7280 -0.8194 5.0292 -0.01 -0.01 -0.01 0.00
C -2.5239 2.3664 -2.2257 0.01 0.05 -0.09 0.00
N -1.3489 3.0547 -1.7031 0.07 -0.24 0.01 0.01
C -1.0999 4.3702 -2.2609 0.00 0.06 0.05 0.00
C -0.2675 2.2698 -1.3325 -0.47 0.23 0.16 0.01
N -0.0936 1.0637 -1.7561 0.40 -0.11 -0.02 0.03
N 0.5804 2.8517 -0.4283 0.11 -0.02 -0.13 0.00
C 1.8500 2.2356 -0.1296 0.04 0.05 -0.08 0.00
C 0.1444 3.8760 0.5000 0.03 -0.06 0.00 0.00
H -3.4116 2.9488 -1.9759 0.00 0.02 0.00 0.00
H -2.6140 1.3697 -1.7814 -0.03 0.04 0.07 0.00
H -2.4848 2.2679 -3.3196 0.02 0.01 0.00 0.00
H -1.1377 4.3401 -3.3562 0.00 -0.01 0.00 0.00
H -0.1164 4.7289 -1.9642 -0.02 0.00 -0.01 0.00
H -1.8481 5.0879 -1.9167 -0.02 -0.02 0.00 0.00
H -0.7487 0.8800 -2.5094 0.01 -0.12 0.12 0.00
H 2.1524 1.6030 -0.9614 -0.03 0.00 0.04 0.00
H 1.7985 1.6295 0.7819 0.00 -0.05 0.02 0.00
H 2.6052 3.0108 0.0224 -0.01 0.00 0.02 0.00
H -0.9282 4.0228 0.4136 0.01 0.00 0.00 0.00
H 0.6519 4.8274 0.3162 0.01 0.01 0.02 0.00
H 0.3735 3.5616 1.5220 -0.01 0.00 0.02 0.00
Cl -5.0922 -0.3992 -0.9954 0.03 -0.04 0.03 0.00
C -4.2309 -1.9229 -1.0429 0.01 0.07 0.04 0.02
C -4.9533 -3.0877 -1.0309 -0.05 -0.10 -0.02 0.00
C -4.3243 -4.3385 -1.0869 -0.09 0.09 0.01 0.02
C -2.9437 -4.3715 -1.1782 0.18 0.05 -0.04 0.00
C -2.2440 -3.1823 -1.1832 -0.08 0.03 0.01 0.02
Cl -0.4792 -3.2207 -1.3638 -0.13 -0.42 0.10 0.06
C -2.7883 -1.8530 -1.0712 0.25 0.02 0.02 0.03
N -2.0869 -0.7421 -1.0033 -0.09 -0.16 -0.14 0.16
H -6.0338 -3.0295 -0.9805 0.01 0.02 0.00 0.00
H -4.9017 -5.2516 -1.0687 0.00 0.01 -0.01 0.00
H -2.4148 -5.3145 -1.2468 0.02 0.03 -0.01 0.00
```
Forces are in eV/Å.